DFT (the ωB97M-V functional and the def2-TZVPD basis) results for C30H80F9O19Ti as an isolated structure at a distorted geometry.

LUMO level: -4.29 eV
Total charge: +1

CARTESIAN COORDINATES (ANGSTROEM)
Ti (-0.2181, -0.7484, -2.6036)
C (0.5094, -0.6415, -0.2198)
O (0.0141, 0.5214, -0.7945)
O (0.3545, -1.7356, -1.1531)
C (1.9390, -0.5747, 0.2831)
F (2.2152, -1.7028, 0.9298)
F (2.8344, -0.3621, -0.6462)
F (2.0586, 0.4277, 1.2361)
C (-0.8215, 1.5065, -0.0528)
C (-0.0566, 2.4976, 0.7347)
H (-0.6768, 3.0250, 1.4354)
H (0.7642, 1.9976, 1.2063)
H (0.3044, 3.2555, 0.0323)
H (-1.3760, 0.9404, 0.6131)
H (-1.6235, 1.8642, -0.6682)
H (-0.1131, -0.7919, 0.6543)
C (1.8238, -0.7567, -4.4751)
O (3.1310, -1.0071, -4.4807)
O (1.3503, -0.1277, -3.2559)
C (1.4584, 0.3958, -5.4903)
F (0.1615, 0.5793, -5.5209)
F (1.9259, 1.5562, -5.0033)
F (1.7610, 0.1797, -6.7942)
C (3.4723, -2.1869, -3.7083)
C (4.6372, -2.8502, -4.4370)
H (4.7235, -3.8804, -4.1363)
H (4.5703, -2.7255, -5.4916)
H (5.5701, -2.4248, -4.0057)
H (2.5785, -2.8226, -3.6722)
H (3.6465, -1.8736, -2.7000)
H (1.1930, -1.6499, -4.6151)
C (-2.3588, -2.2557, -3.0090)
O (-2.3680, -1.3865, -1.9463)
O (-1.3404, -1.6751, -3.6636)
C (-2.0322, -3.7456, -2.6167)
F (-3.1445, -4.3614, -2.1408)
F (-1.6944, -4.4140, -3.7619)
F (-1.1474, -3.9325, -1.6838)
C (-3.5630, -1.1587, -1.2544)
C (-4.6217, -0.2703, -1.8720)
H (-4.2398, 0.6060, -2.3513)
H (-5.2729, -0.8041, -2.5320)
H (-5.2639, -0.0338, -0.9801)
H (-3.1166, -0.6556, -0.3937)
H (-4.0958, -2.0969, -0.8532)
H (-3.3036, -2.2725, -3.6180)
O (0.4052, 8.3862, -2.3637)
H (0.5176, 7.5144, -1.9211)
H (0.0166, 8.1309, -3.2306)
O (3.2613, 7.3819, -2.8395)
H (3.5653, 8.2167, -3.2796)
H (3.2884, 7.6541, -1.9075)
O (-2.7641, -11.4876, -4.3536)
H (-1.8258, -11.7821, -4.3098)
H (-3.3220, -12.2745, -4.4177)
O (-1.5279, 0.9607, -3.4316)
H (-1.2196, 1.8016, -3.7510)
H (-1.5383, 0.4838, -4.2237)
C (5.3753, -3.0235, 0.9677)
C (4.5825, -4.1928, 1.6122)
O (5.3906, -5.3403, 1.8202)
H (4.6905, -2.2407, 0.7771)
H (5.8826, -3.4926, 0.1693)
H (6.1732, -2.7128, 1.6770)
H (3.7436, -4.4903, 0.9525)
H (4.2122, -3.8184, 2.6036)
H (5.0459, -5.7822, 2.6116)
C (3.7228, 2.2634, -2.4908)
C (3.9692, 3.4835, -3.3522)
O (3.1269, 4.5576, -2.8697)
H (2.6601, 2.0845, -2.4337)
H (4.0693, 2.3071, -1.4022)
H (4.2722, 1.5120, -3.0337)
H (3.6803, 3.3894, -4.4662)
H (5.0351, 3.7547, -3.3011)
H (3.5701, 5.4209, -2.9355)
C (-1.6449, 5.6565, -1.9119)
C (-0.4252, 5.1791, -2.6176)
O (0.6064, 5.3316, -1.6467)
H (-1.7456, 5.0289, -0.9956)
H (-2.5270, 5.4345, -2.5116)
H (-1.6292, 6.6978, -1.6564)
H (-0.2540, 5.7190, -3.5618)
H (-0.6093, 4.0912, -2.6862)
H (1.4954, 5.1652, -1.9445)
C (0.6814, -6.1693, 1.1253)
C (-0.8052, -6.3738, 0.8882)
O (-1.0529, -7.6925, 1.3528)
H (0.7790, -6.4195, 2.1509)
H (1.0566, -5.1558, 0.9799)
H (1.3252, -6.7785, 0.5096)
H (-1.1620, -6.2648, -0.1337)
H (-1.3347, -5.6577, 1.5398)
H (-0.3982, -8.2296, 0.9192)
C (-0.6982, 6.7971, 1.6416)
C (-1.4804, 6.3049, 2.8081)
O (-1.1115, 4.9731, 3.2360)
H (-1.1061, 7.6669, 1.1734)
H (-0.7358, 6.0171, 0.8846)
H (0.3525, 6.8967, 1.9376)
H (-2.5584, 6.3850, 2.5923)
H (-1.3766, 6.9802, 3.6189)
H (-0.1760, 4.9167, 3.0957)
C (-5.3900, -1.0327, 3.7614)
C (-4.8152, -1.2890, 2.3414)
O (-3.5965, -0.6184, 2.0965)
H (-5.4097, 0.0369, 3.8849)
H (-4.7702, -1.4526, 4.5619)
H (-6.3865, -1.4637, 3.9258)
H (-5.4778, -1.0114, 1.4588)
H (-4.6635, -2.3704, 2.3394)
H (-2.9874, -0.6480, 2.8697)
C (-2.5223, -5.0031, 4.3694)
C (-1.8893, -3.6702, 4.0876)
O (-1.1476, -3.7503, 2.8579)
H (-2.8330, -5.3914, 3.3591)
H (-3.4300, -4.7968, 4.9293)
H (-1.9607, -5.8012, 4.8290)
H (-1.1379, -3.4414, 4.8470)
H (-2.5862, -2.8776, 4.0293)
H (-1.1246, -2.9652, 2.3344)
C (-2.3033, 1.8795, 4.0129)
C (-1.8424, 0.5417, 4.5405)
O (-1.0566, -0.0713, 3.5510)
H (-2.4171, 1.7551, 2.9351)
H (-1.4372, 2.5596, 4.1567)
H (-3.2185, 2.3250, 4.4831)
H (-2.7381, -0.1165, 4.7997)
H (-1.2755, 0.6911, 5.4548)
H (-0.1222, 0.2387, 3.4927)
C (1.9855, 3.2408, 4.6240)
C (1.6319, 1.8500, 5.0447)
O (1.4448, 1.0607, 3.8661)
H (2.8500, 3.2733, 3.9671)
H (2.1237, 3.9006, 5.5113)
H (1.1302, 3.5563, 4.0031)
H (0.6668, 1.7881, 5.5602)
H (2.3964, 1.3790, 5.6403)
H (2.2373, 1.1015, 3.2854)